ORCA calculation (wB97M-V/def2-TZVPD) on 17 unconnected molecules or ions with the total composition C24H82N4O17 at a distorted geometry.

## Properties
Gap between HOMO and LUMO (Eh): 0.322
F_max (Eh/bohr): 0.1810
ΔE to the lowest compared entry with this formula, charge and spin (kJ/mol): 79.1
E_HOMO (eV): -8.70
DFT total energy (eV): -66978.2945

Structure (ORCA input):
```
! RIJCOSX wB97M-V def2-TZVPD def2/J DEFGRID3
* xyz 0 1
C 9.63055 -8.79761 8.43093
H 9.35809 -8.99879 6.23297
H 15.22465 -18.42355 6.09644
O 13.88580 -11.13449 10.82596
H 16.86081 -11.83684 6.51895
O 14.66147 -16.55668 3.98124
O 11.17218 -17.63018 9.28264
C 12.58379 -13.73827 6.02429
H 10.72174 -12.80734 6.80099
O 14.40370 -18.86390 6.00502
C 15.43833 -13.95982 8.46879
N 13.22079 -11.56440 0.89786
H 8.78695 -13.71272 7.82571
O 12.59101 -14.82328 11.80577
O 14.09435 -12.11554 3.03292
H 14.46554 -9.93746 6.78091
H 7.01134 -14.92204 4.97137
H 8.54047 -14.76147 4.25299
H 9.57093 -17.63437 7.10261
N 13.20538 -10.03716 2.37958
H 14.66452 -16.91647 4.86628
H 9.96247 -9.43331 9.24447
H 12.97514 -11.43736 10.63126
H 6.87637 -14.23584 8.41027
H 12.45696 -18.77506 6.67675
O 16.60023 -12.64317 3.26465
H 15.99933 -15.17925 4.74191
C 8.05889 -14.88491 5.18670
H 8.91603 -12.02761 9.77124
C 7.62468 -14.10916 9.19505
C 9.92138 -9.45110 7.03616
H 14.02776 -12.60316 8.17326
H 10.44761 -11.26517 3.03825
H 12.16477 -17.09850 2.76329
H 11.77381 -11.90703 8.63562
H 13.53219 -14.09603 6.37028
H 12.74636 -16.38538 7.54437
C 13.87237 -10.24773 5.92450
H 9.65520 -10.52522 7.01425
H 14.22136 -16.42075 6.52420
O 11.24129 -11.96396 10.47744
O 14.96013 -12.56999 8.31563
H 9.88863 -16.09098 9.75699
H 14.20515 -11.25934 5.63245
H 11.02838 -10.85748 4.62435
O 12.36066 -12.29703 7.97367
H 9.10795 -17.67408 9.67394
H 15.20818 -14.66990 7.58186
H 13.27168 -10.73070 0.36331
H 8.48762 -16.33956 7.69327
C 16.58229 -12.52706 5.70950
H 10.90481 -14.49739 3.58044
C 13.42798 -18.35516 6.86594
H 12.87232 -13.01924 5.28178
H 9.58923 -10.57815 12.95207
H 12.06676 -14.52210 5.43296
H 14.11926 -8.47525 5.23614
H 17.93740 -11.54747 4.34845
H 10.23941 -18.41173 4.65486
C 9.49212 -16.70166 7.75742
C 13.58987 -9.20463 9.37689
O 10.26812 -7.51142 8.39293
H 12.75022 -16.58594 5.73914
H 7.91174 -15.12699 9.44835
H 10.24017 -7.10721 9.30609
H 13.57582 -12.45671 0.45920
C 11.56525 -14.36422 2.75338
H 12.62092 -18.24222 3.86525
H 13.01829 -13.87280 10.06148
C 13.50000 -11.23843 2.10870
C 10.21437 -11.37937 11.14807
H 16.26198 -11.02645 4.23920
H 11.67229 -18.74143 2.46256
H 11.64337 -15.44929 1.23796
H 8.56126 -8.60911 8.42978
O 8.45372 -13.78367 5.93036
H 8.39547 -15.80403 5.58114
H 17.20921 -13.35247 6.00083
H 10.71457 -16.66305 4.73731
H 11.34623 -13.97411 7.86534
C 11.80841 -17.97019 3.22800
H 12.85546 -10.15859 6.27636
H 13.48374 -8.14378 9.42818
H 14.73448 -9.28764 11.23406
H 8.88890 -10.00857 3.54851
H 10.06252 -12.33897 4.42447
C 16.86946 -11.86691 4.39443
H 13.43088 -9.69901 3.32603
H 15.61069 -12.49441 3.17753
H 15.58002 -12.87552 5.96943
H 14.92556 -14.47677 9.34917
H 11.72054 -13.32138 2.52265
C 12.40148 -14.71232 10.41091
C 15.38705 -15.32329 3.84042
O 10.93809 -15.07988 1.71408
H 9.86323 -16.39894 2.72199
H 10.99749 -9.58881 6.80257
H 12.62944 -9.62950 9.03555
H 12.52048 -14.88559 2.96870
H 13.50052 -14.62670 12.02140
H 12.71215 -9.33248 1.73085
O 9.08025 -10.59188 4.27996
C 13.75012 -9.67474 10.85243
H 11.32075 -10.59655 12.57166
C 13.28241 -16.88206 6.69041
H 16.03429 -15.13058 2.98294
C 11.67856 -13.20999 7.18737
H 14.44853 -9.39378 8.72530
C 10.22566 -11.29244 4.10005
H 14.68381 -14.52208 3.84609
H 12.92286 -9.41490 11.48233
H 13.67307 -18.54449 7.84853
H 11.33984 -14.40947 10.30563
N 10.31725 -10.67135 12.18623
H 7.16818 -13.60830 10.04110
O 9.53843 -17.15629 3.20263
H 12.71281 -15.53951 9.75261
C 10.56580 -17.54312 4.06268
O 8.65368 -13.32496 8.66131
O 14.12261 -9.34533 4.82210
N 8.98147 -11.54898 10.74199
C 9.85328 -17.02896 9.22079
H 10.09174 -15.89429 7.31253
H 11.57422 -17.60595 10.16536
H 8.27326 -10.78939 10.71839
H 8.06694 -13.00792 5.47059
H 16.42382 -14.07488 8.86549
*
```

These are the Mulliken partial charges, in e, on atoms 1 to 4: 0.005 0.632 0.336 -0.519

***

ORCA calculation (wB97M-V/def2-TZVPD) on a molecular structure, C24H8AuF4N7O2.

## Properties
Gap between HOMO and LUMO (alpha / beta) (Eh): 0.215 / 0.215
F_max (Eh/bohr): 0.0138
ΔE to the lowest compared entry with this formula, charge and spin (kJ/mol): 17.5
E_HOMO (alpha / beta) (eV): -14.98 / -14.98
DFT total energy (eV): -54085.0584

Structure (ORCA input):
```
! RIJCOSX wB97M-V def2-TZVPD def2/J DEFGRID3
* xyz 2 1
Au -1.43339 0.52924 1.52540
N -2.13257 -4.04529 -2.39407
F 2.43879 -2.19463 -5.13441
C -4.20743 -0.57739 1.01368
F 1.90857 -1.85068 0.24552
H 1.86312 3.99337 2.77546
O -3.42368 4.01774 1.62620
C 2.03332 -1.88196 -1.08339
C 0.59436 2.37229 2.29382
N 5.19237 -1.65827 -6.09224
C 4.91178 -1.42691 -5.00022
C -3.08029 2.88174 1.64248
C 2.62786 0.68944 2.98083
N 0.43599 1.03694 2.17555
C -1.33525 -3.37352 -1.90886
C -6.17100 0.78157 1.08419
C 1.15027 -2.46289 -3.27316
C -5.36601 1.89358 1.31136
N 6.30094 0.31009 -2.37550
F 0.16061 -2.85494 -4.04985
H -7.24575 0.88910 1.02736
H -3.70646 -1.53057 0.91205
C 3.18631 -1.46386 -1.63542
N -1.00799 -1.33777 0.84576
C 1.41092 0.20016 2.55128
C 5.52923 -0.32714 -2.94070
H 3.78666 2.46406 3.33979
H -5.76838 2.88871 1.44941
C -5.57992 -0.46524 0.93770
H 3.40124 -0.00597 3.27666
C 2.83309 2.06094 3.02534
C 1.78481 2.91658 2.69840
N -3.44340 0.50582 1.21645
F 4.11911 -0.99496 -0.84586
O -0.59942 4.41561 2.01981
C 4.56667 -1.12237 -3.64630
C 2.31734 -2.10047 -3.83766
C 3.41036 -1.54462 -3.06595
C -0.62541 3.22905 2.05217
H -6.17207 -1.35296 0.76247
C -0.68820 -1.87370 -0.12979
C -4.00807 1.72246 1.37748
H 1.20609 -0.86094 2.50470
C 0.92848 -2.34484 -1.86599
C -0.33416 -2.55707 -1.29279
N -1.76943 2.41049 1.90086
*
```

These are the Mulliken partial charges, in e, on atoms 1 to 4: 1.418 -0.359 -0.238 0.117